{"formula": "C22H27BN6O2Sr", "method": "ωB97M-V/def2-TZVPD", "homo_ev": -8.497, "e_lumo_ev": 0.0, "homo_lumo_gap_ev": 8.518, "spin_multiplicity": 1, "symbols": ["Sr", "C", "C", "C", "C", "C", "N", "N", "B", "N", "N", "C", "C", "C", "C", "C", "N", "N", "C", "C", "C", "C", "C", "H", "H", "H", "H", "H", "H", "H", "H", "H", "H", "H", "H", "H", "H", "H", "H", "H", "H", "H", "H", "H", "H", "O", "C", "O", "C", "C", "C", "C", "C", "C", "H", "H", "H", "H", "H"], "xyz": [[-0.7287, -0.8770, -1.4798], [-0.6667, -3.3164, 1.8512], [-0.8650, -1.8559, 2.0901], [-0.9961, -1.1620, 3.2968], [-1.1751, 0.1666, 2.9479], [-1.3725, 1.3196, 3.8757], [-1.1464, 0.2385, 1.6038], [-0.9587, -1.0048, 1.0740], [-1.1382, 1.3732, 0.5399], [-1.6561, 2.6939, 1.0821], [-2.8920, 2.6409, 1.6469], [-3.2105, 3.8810, 1.9656], [-4.5120, 4.1851, 2.6313], [-2.1816, 4.7674, 1.5858], [-1.2137, 3.9771, 1.0096], [0.0637, 4.4205, 0.3715], [0.2920, 1.4482, -0.0727], [0.4397, 1.4116, -1.4368], [1.7408, 1.5384, -1.6811], [2.2642, 1.4896, -3.0779], [2.4494, 1.6624, -0.4782], [1.4988, 1.5860, 0.5179], [1.6823, 1.6364, 1.9955], [-0.0013, -3.7462, 2.5991], [-0.2244, -3.4898, 0.8692], [-1.6139, -3.8561, 1.9038], [-0.9679, -1.5661, 4.2951], [-0.9339, 1.0818, 4.8442], [-2.4358, 1.5174, 4.0071], [-0.9266, 2.2403, 3.5061], [-1.8767, 1.0015, -0.3641], [-5.0987, 3.2725, 2.7230], [-5.0906, 4.9123, 2.0598], [-4.3594, 4.5999, 3.6295], [-2.1541, 5.8392, 1.6968], [0.0401, 5.5036, 0.2620], [0.1981, 3.9800, -0.6168], [0.9422, 4.1709, 0.9678], [1.4398, 1.4955, -3.7900], [2.8584, 0.5893, -3.2415], [2.9017, 2.3486, -3.2875], [3.5130, 1.7720, -0.3468], [2.7112, 1.9005, 2.2322], [1.4618, 0.6679, 2.4477], [1.0237, 2.3747, 2.4545], [1.1362, -2.4366, -1.7199], [0.5901, -3.0210, -2.7008], [-0.5131, -2.6284, -3.1906], [1.2579, -4.2224, -3.2926], [2.4599, -4.6792, -2.7628], [3.0724, -5.7990, -3.3028], [2.4850, -6.4631, -4.3717], [1.2853, -6.0079, -4.9019], [0.6714, -4.8878, -4.3630], [2.8963, -4.1464, -1.9290], [4.0073, -6.1571, -2.8913], [2.9624, -7.3388, -4.7930], [0.8291, -6.5278, -5.7344], [-0.2641, -4.5148, -4.7568]]}

{"formula": "C22H27Br2EuO7PSSe", "method": "ωB97M-V/def2-TZVPD", "homo_ev": [-12.271, -12.271], "e_lumo_ev": [-3.4, -2.3], "homo_lumo_gap_ev": [8.876, 10.011], "spin_multiplicity": 7, "total_charge": 1, "symbols": ["Eu", "Br", "C", "Br", "H", "H", "C", "O", "H", "H", "H", "H", "C", "S", "C", "O", "H", "H", "H", "H", "H", "H", "O", "Se", "O", "O", "O", "O", "P", "C", "C", "C", "C", "C", "C", "C", "C", "C", "C", "C", "C", "C", "C", "C", "C", "C", "C", "H", "H", "H", "H", "H", "H", "H", "H", "H", "H", "H", "H", "H", "H", "H"], "xyz": [[-0.9584, -0.8589, 1.8417], [1.2125, -3.0685, 0.9158], [1.8463, -3.0042, 2.7370], [2.2656, -1.1918, 3.2078], [2.7434, -3.6053, 2.7877], [1.0374, -3.3404, 3.3736], [-3.9573, -0.0075, 0.5464], [-2.8052, 0.6814, 1.0762], [-4.6292, 0.7035, 0.0667], [-4.4624, -0.5592, 1.3379], [-3.5854, -0.7038, -0.2050], [-3.1045, 1.2137, 1.8227], [-2.0470, 1.7263, 4.7264], [-0.3368, 1.3972, 4.3348], [0.2981, 3.0693, 4.3675], [-0.3405, 1.0687, 2.8365], [-2.1017, 2.0294, 5.7717], [-2.5934, 0.7932, 4.5812], [-2.4263, 2.5178, 4.0801], [0.1164, 3.4874, 5.3566], [-0.1995, 3.6595, 3.5999], [1.3691, 3.0324, 4.1841], [-1.8058, -2.8852, 2.0822], [-2.1923, -2.3781, 3.6431], [-2.8261, -3.4475, 4.6065], [-0.7157, -1.7148, 4.0484], [-3.0192, -0.9929, 3.2765], [-0.4901, -0.4081, -0.2664], [0.3892, -0.1322, -1.4749], [2.0891, 0.0952, -0.9499], [2.3197, 0.8852, 0.1757], [3.6155, 1.1105, 0.6095], [4.6842, 0.5460, -0.0737], [4.4566, -0.2492, -1.1861], [3.1616, -0.4764, -1.6257], [0.2580, -1.4970, -2.6274], [0.7897, -1.3945, -3.9128], [0.6909, -2.4621, -4.7879], [0.0522, -3.6298, -4.3886], [-0.4933, -3.7287, -3.1178], [-0.3911, -2.6639, -2.2360], [-0.1394, 1.3413, -2.3455], [-1.3469, 1.2822, -3.0411], [-1.8282, 2.4033, -3.6910], [-1.1030, 3.5885, -3.6552], [0.1014, 3.6496, -2.9712], [0.5856, 2.5274, -2.3157], [1.4875, 1.3206, 0.7199], [3.7948, 1.7239, 1.4824], [5.6960, 0.7221, 0.2655], [5.2877, -0.6985, -1.7120], [2.9922, -1.1109, -2.4866], [1.2707, -0.4775, -4.2342], [1.1045, -2.3815, -5.7838], [-0.0283, -4.4610, -5.0759], [-1.0047, -4.6311, -2.8123], [-0.8409, -2.7353, -1.2531], [-1.9091, 0.3562, -3.0782], [-2.7634, 2.3539, -4.2315], [-1.4759, 4.4633, -4.1706], [0.6704, 4.5691, -2.9536], [1.5348, 2.5780, -1.7985]]}

The energy results, record by record, are as follows: -37806.317, -282464.317 eV.
The relative energy (zero: lowest compared OMol25 entry of this formula, charge and spin) results, record by record, are as follows: 2.4, 22.2 kJ/mol.